Record 1
Formula: C46H127N5O20
Source: the Open Molecules 2025 dataset
Level of theory: ωB97M-V/def2-TZVPD

Properties
- orbital gap (eV) = 8.86
- LUMO energy (eV) = 0.39
- E_HOMO (eV) = -8.5

XYZ file:
```
198
Properties=species:S:1:pos:R:3:forces:R:3
C 2.260910 -5.735829 -3.442263 -0.41 -0.15 -0.95
O 1.399220 -6.679329 -4.093513 0.20 -0.13 0.15
H 1.773500 -4.767259 -3.553603 0.11 0.34 0.76
H 2.429210 -6.070989 -2.418813 -0.08 0.24 -0.12
H 3.194910 -5.666989 -3.999943 0.35 -0.10 0.33
H 1.434690 -6.433449 -5.020813 -0.22 -0.23 -0.13
C 5.068310 -1.439169 -3.383633 -0.86 1.08 0.08
O 4.777120 -2.770869 -3.709503 0.61 -0.84 -0.23
H 5.166240 -0.769619 -4.238153 0.11 -0.18 -0.38
H 4.206080 -1.069469 -2.828673 0.19 0.46 0.43
H 5.979320 -1.311359 -2.798973 -0.09 -0.57 0.06
H 4.137680 -2.794059 -4.425173 0.01 0.10 0.02
C 6.028640 2.887201 -1.017783 -0.27 -0.33 0.42
O 4.692020 2.901751 -0.602773 -0.90 -0.76 -0.21
H 6.687440 3.046191 -0.164083 0.33 0.19 -0.12
H 6.186010 1.869201 -1.374163 0.32 0.11 -0.22
H 6.206680 3.604401 -1.819043 0.26 0.08 -0.05
H 4.453260 3.648821 -0.049153 0.25 0.83 0.15
C -0.281380 -7.055919 3.237137 0.07 0.96 0.99
O -1.093720 -6.381689 2.288517 -0.06 -0.60 -0.89
H 0.085320 -6.249299 3.871957 0.26 -0.24 0.52
H -0.877320 -7.742219 3.838757 0.16 -0.22 -0.05
H 0.604910 -7.548959 2.837757 -0.44 -0.04 -0.61
H -1.916440 -6.162889 2.732197 0.00 0.24 0.13
C -3.791640 -7.410289 0.073527 -0.41 -0.12 1.13
O -2.958670 -6.294189 0.159727 0.18 1.09 -1.26
H -3.280750 -8.329859 -0.211903 0.08 -0.08 0.03
H -4.237490 -7.482819 1.065527 -0.30 -0.86 0.12
H -4.637420 -7.260689 -0.597573 0.33 0.38 -0.29
H -2.217050 -6.430599 0.753867 0.18 -0.44 0.12
C 1.338990 -8.443519 -0.089953 0.65 -0.54 -0.99
O 2.052010 -8.892799 -1.286393 -0.65 0.17 1.06
H 0.404260 -8.980819 0.070327 -0.09 -0.02 -0.19
H 1.980200 -8.686749 0.757277 0.06 0.34 -0.03
H 1.135610 -7.376999 -0.186233 0.01 0.05 0.31
H 1.388400 -9.145749 -1.932333 0.02 0.10 -0.17
C 3.328650 -0.395429 3.501647 0.64 0.64 -0.48
O 3.507550 -1.218299 2.369357 0.46 -0.81 0.98
H 3.875740 -0.799399 4.353467 -0.11 -0.27 -0.09
H 3.785460 0.569141 3.280217 0.10 0.40 0.17
H 2.305510 -0.172939 3.804637 -0.32 -0.40 -0.16
H 2.881770 -0.995599 1.676237 -0.88 0.39 -0.26
C 2.213820 5.648891 -3.216793 0.43 -0.41 0.68
O 2.433910 5.939581 -1.839703 0.08 0.76 0.03
C 3.757450 6.390991 -1.586183 0.00 0.03 1.40
C 3.910990 6.643811 -0.057393 -0.77 -1.01 -0.73
N 3.718050 5.374451 0.675207 0.53 0.32 1.67
C 3.730070 5.650761 2.150147 -0.45 -0.32 -0.13
C 3.208840 4.501131 3.039907 -0.52 1.11 0.25
O 1.773210 4.492021 3.059887 -0.38 -0.79 -0.54
C 1.225130 3.455911 3.920197 0.60 0.97 -0.53
H 2.746060 4.713751 -3.390933 -0.03 -0.10 -0.61
H 2.594620 6.442091 -3.860153 0.03 0.08 -0.07
H 1.148690 5.507901 -3.400413 0.04 0.04 0.20
H 4.018870 7.312141 -2.107003 -0.31 0.20 -0.29
H 4.486000 5.636031 -1.881753 0.08 -0.27 -0.09
H 3.141780 7.320671 0.314447 -0.06 0.54 -0.33
H 4.885980 7.074751 0.170167 0.09 -0.16 -0.07
H 2.756220 5.093811 0.547887 -0.31 -0.12 -0.60
H 3.120110 6.524161 2.380857 -0.69 0.10 -0.09
H 4.677030 6.023571 2.540497 0.59 -0.67 -0.45
H 3.508600 4.795841 4.045587 0.39 -0.36 0.30
H 3.596440 3.513091 2.791657 0.17 -0.05 -0.16
H 0.170450 3.270361 3.716897 0.04 0.45 -0.32
H 1.316740 3.835221 4.937957 0.11 -0.47 0.26
H 1.735490 2.508571 3.746487 0.25 -0.04 0.26
C -0.438770 -4.092769 -0.067883 0.03 0.94 0.16
O 0.192990 -2.890149 -0.517533 1.00 -0.23 0.25
C 1.608890 -2.938949 -0.289863 -0.22 -0.16 -0.68
C 2.231830 -1.586389 -0.561683 -1.09 0.18 0.47
N 1.698980 -0.515269 0.314747 1.72 -0.49 -0.14
C 2.335270 0.780991 0.035587 -2.14 1.42 -0.74
C 1.426490 1.953051 0.458447 -0.23 -1.06 1.43
O 0.335700 2.129041 -0.436133 -0.37 1.30 -0.06
C -0.300000 3.435121 -0.239093 1.11 -0.67 -0.35
H -1.386890 -4.143639 -0.603213 -0.10 -0.16 0.38
H -0.532240 -3.978659 1.012087 -0.54 -0.44 0.06
H 0.131640 -5.004329 -0.246153 0.25 0.02 -0.34
H 2.008160 -3.620409 -1.041063 0.32 -0.24 -0.13
H 1.898100 -3.363929 0.671317 -0.35 0.21 0.45
H 2.019090 -1.398669 -1.614113 0.12 0.41 -0.30
H 3.311190 -1.656899 -0.427103 0.04 0.04 0.01
H 0.690100 -0.520719 0.362077 -0.02 0.26 -0.34
H 2.343620 1.044771 -1.021973 0.60 -0.72 -0.64
H 3.345560 0.934241 0.414957 -0.09 -0.47 0.24
H 2.028940 2.836101 0.671417 -0.03 0.38 -0.63
H 0.968360 1.703961 1.415617 0.02 -0.06 0.55
H -0.776100 3.588041 0.729437 0.00 -0.48 0.24
H -1.037180 3.627101 -1.018713 0.10 -0.37 -0.08
H 0.500950 4.169901 -0.320843 -0.05 0.34 -0.09
C -3.396890 11.953061 -1.536563 0.24 -1.39 0.01
O -2.576840 10.772131 -1.334513 0.21 0.60 0.44
C -2.421360 9.890481 -2.448143 -0.53 1.15 -0.48
C -1.248520 8.970171 -2.320063 0.23 0.37 0.34
N -1.337190 8.307571 -1.069003 0.65 -1.12 0.36
C -0.138980 7.528221 -0.718213 -2.27 0.06 2.08
C -0.347590 7.125321 0.792327 1.31 0.17 -0.72
O -0.256970 8.310481 1.603997 0.18 -0.55 0.68
C -0.351780 8.071551 3.033177 -0.68 -0.04 -0.78
H -3.413160 12.567001 -0.636063 0.48 -0.26 0.08
H -4.429690 11.636481 -1.682173 -0.15 0.07 -0.38
H -3.031960 12.549361 -2.372833 -0.04 -0.03 -0.13
H -2.259430 10.512791 -3.328263 -0.30 -0.06 -0.40
H -3.309900 9.267101 -2.548013 -0.33 0.10 -0.15
H -0.296150 9.484401 -2.449093 0.28 0.55 0.08
H -1.260110 8.250831 -3.138913 -0.31 -0.18 -0.19
H -1.659270 8.910511 -0.325463 0.37 0.20 0.00
H 0.813270 8.050111 -0.812803 0.10 0.19 -0.15
H -0.155400 6.631721 -1.337993 0.36 -0.13 0.05
H 0.435880 6.410071 1.042697 0.47 0.02 0.31
H -1.260160 6.553961 0.962297 -0.53 0.40 -0.13
H -0.494250 9.008251 3.572067 -0.02 0.23 -0.50
H 0.494730 7.586621 3.519357 0.37 -0.27 -0.57
H -1.239340 7.464451 3.211377 -0.08 -0.16 0.15
C -2.380410 -5.096859 -4.627203 -0.18 -0.48 0.81
O -2.377420 -3.929969 -5.385063 -0.66 0.87 -0.33
C -1.188580 -3.180589 -5.321423 0.85 -0.54 1.25
C -0.842770 -2.637109 -3.915383 -1.78 0.93 -0.94
N -1.822470 -1.547719 -3.593613 1.22 0.01 -0.56
C -1.568690 -0.935669 -2.329053 -0.50 0.62 1.97
C -2.413830 0.312101 -2.057733 0.84 -0.01 -1.24
O -3.732430 -0.086239 -1.856973 -1.83 0.77 0.70
C -4.562610 1.045261 -1.469653 -0.37 -0.85 -0.07
H -1.584310 -5.776759 -4.930643 0.02 -0.25 -0.16
H -3.362900 -5.567829 -4.658763 0.04 -0.04 -0.75
H -2.281660 -4.952469 -3.551333 0.41 0.46 0.23
H -1.202370 -2.354159 -6.032003 -0.43 -0.12 0.03
H -0.363220 -3.842779 -5.582953 0.35 -0.22 -0.32
H 0.153760 -2.204029 -4.001823 0.02 0.26 0.16
H -0.788650 -3.422529 -3.161523 -0.08 -0.14 0.11
H -2.798020 -1.809029 -3.582633 0.14 -0.66 -0.49
H -0.522080 -0.685679 -2.155213 0.10 -0.09 -0.30
H -1.885070 -1.595029 -1.520823 0.42 -0.44 0.46
H -2.335010 0.894031 -2.976013 -0.16 0.55 -0.21
H -2.107550 0.946981 -1.226343 0.55 -0.28 0.21
H -4.267840 1.494401 -0.521233 0.84 0.26 -0.20
H -5.571660 0.729821 -1.204303 0.01 -0.66 -0.51
H -4.652670 1.755991 -2.291143 0.27 0.19 0.13
C -6.368100 -4.688169 8.306867 1.37 1.30 -1.15
O -5.432960 -3.709569 8.852947 -0.80 -0.79 0.75
C -4.360490 -3.229869 8.072117 0.16 -0.99 -0.72
C -3.435790 -4.300989 7.424687 0.03 1.05 0.89
N -2.362140 -3.560899 6.783397 0.33 0.71 0.25
C -1.282100 -4.450659 6.356237 -0.33 0.67 -0.19
C -0.065860 -3.779029 5.672307 -1.05 -0.65 -0.26
O -0.340440 -3.687369 4.277137 0.68 0.21 0.30
C 0.739640 -3.033659 3.593017 -1.33 0.38 0.15
H -6.598890 -4.398359 7.281757 -0.19 0.19 -0.26
H -7.319620 -4.680829 8.838527 0.50 -0.03 0.44
H -5.904190 -5.667779 8.191807 -0.11 -0.19 0.59
H -3.679590 -2.638989 8.684767 -0.39 -0.05 0.40
H -4.728630 -2.547769 7.305757 -0.19 0.04 -0.38
H -3.955980 -5.015229 6.786437 -0.18 -0.08 -0.29
H -2.957620 -4.853929 8.233217 -0.20 -0.26 0.13
H -2.730850 -3.040559 6.000197 0.06 0.05 -0.23
H -1.831180 -5.095309 5.669897 1.01 -1.01 -0.36
H -0.964400 -4.962469 7.264647 0.11 -0.31 -0.20
H 0.846390 -4.363669 5.791007 0.06 -0.33 0.27
H 0.135150 -2.799529 6.106227 -0.16 0.26 0.05
H 0.302730 -2.786649 2.625447 0.52 -0.05 -0.15
H 1.663060 -3.608279 3.520737 -0.09 -0.30 -0.03
H 0.952040 -2.098999 4.112057 0.20 0.15 -0.03
C 6.054650 -3.022889 -0.159663 -0.65 0.20 -0.21
C 6.552690 -4.316439 -0.793403 0.37 -0.15 -0.23
C 7.527760 -4.146519 -1.996713 -1.13 -0.02 -0.11
O 7.196380 -5.162249 0.148677 0.78 -0.10 0.44
H 5.362450 -3.175599 0.668377 0.39 -0.50 0.48
H 5.356280 -2.528519 -0.834933 0.43 0.26 -0.54
H 6.828780 -2.326609 0.162847 0.10 -0.11 -0.11
H 5.672130 -4.875589 -1.109703 -0.15 0.15 -0.58
H 8.382320 -3.486249 -1.848833 -0.02 -0.13 0.47
H 6.972110 -3.746389 -2.844803 -0.19 0.28 0.05
H 7.855330 -5.117579 -2.367983 0.20 -0.08 0.42
H 6.556670 -5.676339 0.646757 -0.13 0.18 -0.04
C -3.586590 3.744231 -4.753143 0.78 0.32 -0.83
C -3.488630 4.307091 -3.361173 0.82 0.85 0.79
C -2.682490 5.648331 -3.144163 -0.27 -1.11 -0.54
O -4.768210 4.554381 -2.834233 -0.75 -0.45 0.48
H -3.975990 4.519321 -5.413233 -0.18 -0.11 -0.27
H -4.148810 2.818041 -4.872263 -0.48 0.24 0.51
H -2.609600 3.452241 -5.138273 0.31 0.31 0.02
H -3.028840 3.534721 -2.744623 -0.10 0.01 0.35
H -2.656930 5.939391 -2.094053 -0.06 -0.30 0.09
H -3.202510 6.464011 -3.646493 0.07 0.05 -0.32
H -1.656130 5.576191 -3.503993 0.04 0.06 -0.15
H -5.176180 5.242371 -3.365113 -0.11 0.09 -0.07
C -6.334520 -4.193399 -0.361983 0.73 1.32 0.35
C -5.137100 -3.338909 -0.846963 0.77 -0.26 -0.59
C -5.174910 -3.092729 -2.330163 -1.21 -1.15 -0.87
O -5.033320 -2.059419 -0.282553 -1.13 0.60 1.43
H -6.352860 -4.111909 0.724817 -0.02 -0.31 0.09
H -6.246200 -5.235789 -0.668133 0.07 0.12 -0.02
H -7.272790 -3.762789 -0.711713 -0.03 -0.07 -0.19
H -4.190770 -3.800239 -0.564583 -0.04 -0.90 -0.12
H -6.178990 -2.749979 -2.580043 -0.12 0.40 0.02
H -5.133140 -4.045519 -2.857933 0.54 -0.03 -0.31
H -4.483960 -2.347379 -2.724043 0.18 -0.33 0.21
H -4.461730 -1.571169 -0.879633 0.20 0.53 0.05
```
Forces are in eV/Å.

Record 2
Formula: C21H27ClN2O5
Source: the Open Molecules 2025 dataset
Level of theory: ωB97M-V/def2-TZVPD

Properties
- orbital gap (eV) = 9.79
- LUMO energy (eV) = 0.57
- E_HOMO (eV) = -9.2

XYZ file:
```
56
Properties=species:S:1:pos:R:3:forces:R:3
C -4.952971 6.824122 -3.922050 0.01 -0.02 0.00
O -4.734193 5.420124 -4.053514 0.00 0.01 -0.01
C -3.465206 5.029795 -3.728833 -0.02 -0.03 0.03
C -2.515270 4.866977 -4.739106 0.01 -0.06 0.02
C -2.882414 5.124240 -6.173410 0.01 0.05 0.02
C -1.242362 4.440422 -4.389527 -0.05 0.00 -0.02
C -0.910593 4.155028 -3.070736 0.02 0.01 -0.02
C 0.493811 3.718852 -2.785319 0.00 -0.02 0.05
O 1.434548 4.114239 -3.457362 -0.01 0.00 -0.01
N 0.662164 2.863134 -1.746068 0.03 0.00 -0.02
C 1.973114 2.302898 -1.454141 -0.04 -0.02 0.03
C 2.358760 1.190102 -2.423042 0.00 0.01 -0.01
C 3.727539 0.608552 -2.133803 0.00 0.00 0.02
O 4.685369 1.646333 -2.208921 0.00 0.01 0.00
C 5.993533 1.203320 -2.502800 0.02 0.00 -0.01
C 6.860153 2.431920 -2.719400 0.26 0.06 -0.07
N 6.269328 3.351665 -3.686374 -0.48 -0.34 0.21
C 6.086629 2.907450 -4.977800 0.37 0.53 -0.23
O 6.888382 2.219578 -5.572503 -0.16 -0.31 0.14
C 4.862153 3.423781 -5.581803 0.01 -0.03 -0.01
C 3.796597 3.825458 -5.961746 -0.02 0.03 0.00
C 2.486453 4.299338 -6.378614 0.03 -0.01 -0.02
C 2.444810 5.068779 -7.704036 0.02 0.01 0.02
C 0.970197 4.945209 -8.094162 -0.03 0.00 -0.02
O 0.440890 3.819792 -7.379018 0.00 -0.01 0.01
C 1.498102 3.174859 -6.681847 0.00 0.02 -0.01
C -1.864650 4.296013 -2.072596 0.03 0.04 0.00
C -3.132845 4.736017 -2.409303 -0.01 0.01 -0.01
Cl -4.325901 4.921238 -1.164268 0.00 0.00 0.00
H -5.983619 7.004829 -4.214946 0.00 0.00 0.00
H -4.804208 7.146634 -2.889895 0.00 0.00 0.00
H -4.281740 7.383821 -4.578207 0.00 0.00 0.00
H -2.106660 4.738632 -6.832287 0.02 -0.01 -0.01
H -3.832297 4.651941 -6.421339 0.00 0.00 0.00
H -2.994999 6.193482 -6.365712 -0.01 0.00 0.00
H -0.500589 4.311484 -5.166542 0.03 0.02 -0.01
H -0.152251 2.425150 -1.352274 -0.01 0.00 0.00
H 2.700907 3.109011 -1.511441 0.02 0.00 0.00
H 1.960427 1.931781 -0.427239 0.00 0.01 0.00
H 1.617259 0.387173 -2.377943 0.00 0.00 0.00
H 2.355738 1.595848 -3.437110 -0.01 -0.01 0.00
H 3.758500 0.143554 -1.138237 0.00 0.00 0.00
H 3.960752 -0.170837 -2.868335 0.00 0.01 -0.01
H 6.401501 0.596216 -1.684381 0.00 0.01 0.01
H 5.984392 0.588186 -3.410694 -0.01 0.00 -0.01
H 6.985099 2.974350 -1.782965 0.00 0.01 0.00
H 7.845293 2.124984 -3.067342 0.00 0.00 -0.01
H 5.435737 3.793215 -3.322716 0.00 0.01 -0.02
H 2.068809 4.904246 -5.571304 -0.01 0.00 0.00
H 2.767921 6.102812 -7.599611 0.00 0.00 -0.01
H 3.089957 4.576977 -8.432674 0.00 0.00 -0.01
H 0.395064 5.826839 -7.801557 0.00 0.01 0.01
H 0.836286 4.788943 -9.166399 0.01 0.00 0.00
H 1.970162 2.407778 -7.306600 0.00 -0.01 0.01
H 1.096162 2.713229 -5.780985 -0.02 0.00 0.00
H -1.632323 4.112246 -1.032008 0.01 -0.01 0.00
```
Forces are in eV/Å.